# 1
A structure of composition C27H53FO11S in a non-equilibrium geometry. Source: the OMol25 dataset; level of theory: ωB97M-V/def2-TZVPD.

For the total energy, the calculation gives -64933.14356 eV. As for the LUMO energy: 0.5 eV.

ORCA input file:
```
! wB97M-V def2-TZVPD RIJCOSX def2/J DEFGRID3
* xyz 0 1
C -2.1362 3.7795 0.6999
C -1.9777 3.7786 -0.8194
C -2.3742 5.1314 -1.4191
C -2.7787 2.6346 -1.4653
C -1.9999 1.8261 -2.4596
F -1.2122 2.6721 -3.2101
C -2.7705 0.9757 -3.4541
O -1.7474 0.1527 -4.0401
S -0.5318 -0.0329 -3.0175
O 0.6338 0.5697 -3.5554
O -0.4595 -1.3992 -2.6487
O -1.1477 0.8578 -1.8518
H -1.5692 4.6122 1.1105
H -1.7323 2.8539 1.1118
H -3.1897 3.8565 0.9867
H -0.9112 3.6385 -1.0136
H -3.4600 5.2322 -1.4894
H -1.9583 5.9549 -0.8382
H -1.9897 5.2208 -2.4392
H -3.1520 1.9690 -0.6836
H -3.6482 3.0384 -1.9919
H -3.2295 1.6029 -4.2166
H -3.5283 0.3477 -2.9852
C 1.0681 2.0057 3.5345
C 1.1290 3.3907 2.9470
O 0.5732 3.6738 1.9084
C 1.9366 4.4184 3.6972
H 0.4810 1.3472 2.8975
H 2.0786 1.6021 3.6240
H 0.6327 2.0491 4.5354
H 2.9730 4.0832 3.7616
H 1.5547 4.5783 4.7069
H 1.9067 5.3594 3.1527
C 0.9050 -2.0175 0.0676
C 1.2477 -1.0162 1.1389
O 0.5746 -0.0198 1.3098
C 2.4527 -1.3164 1.9914
H 0.0259 -1.6916 -0.4731
H 1.7351 -2.1218 -0.6325
H 0.7140 -2.9891 0.5266
H 3.3504 -1.4030 1.3781
H 2.2970 -2.2692 2.4944
H 2.5826 -0.5239 2.7263
C 2.4365 -6.8023 2.3040
C 2.0519 -5.3476 2.2498
O 2.6799 -4.5242 1.6216
C 0.8250 -4.8926 2.9989
H 3.3366 -6.9625 1.7140
H 2.6225 -7.1072 3.3345
H 1.6300 -7.4162 1.8995
H 0.9223 -5.0890 4.0683
H -0.0641 -5.4113 2.6335
H 0.7131 -3.8262 2.8362
C -1.5920 -0.0272 3.2060
C -1.6221 -1.5341 3.2523
O -0.6064 -2.1826 3.3502
C -2.9772 -2.1935 3.1632
H -0.5636 0.3193 3.2689
H -2.0311 0.3263 2.2716
H -2.1731 0.3845 4.0338
H -3.4666 -1.9145 2.2287
H -3.6099 -1.8627 3.9885
H -2.8640 -3.2742 3.2047
C -2.3446 6.3086 -6.4443
C -2.7051 4.9178 -5.9833
O -3.8395 4.6201 -5.6856
C -1.5856 3.9127 -5.9008
H -3.2341 6.9333 -6.4566
H -1.6030 6.7439 -5.7721
H -1.9118 6.2707 -7.4453
H -0.8198 4.2520 -5.2024
H -1.1197 3.7698 -6.8775
H -1.9836 2.9622 -5.5581
C 0.1249 -8.9758 -0.4000
C 0.7534 -10.0735 0.4262
O 0.7750 -10.0252 1.6332
C 1.3533 -11.2331 -0.3318
H -0.2718 -8.2049 0.2565
H 0.8664 -8.5348 -1.0686
H -0.6850 -9.3804 -1.0090
H 2.1414 -10.8787 -0.9982
H 0.5889 -11.7223 -0.9376
H 1.7702 -11.9498 0.3712
C 3.2689 5.5982 -0.0021
C 3.8234 4.3053 0.5438
O 4.4744 4.2736 1.5631
C 3.5064 3.0544 -0.2370
H 3.5565 6.4231 0.6454
H 3.6506 5.7755 -1.0092
H 2.1802 5.5367 -0.0543
H 3.8969 3.1351 -1.2531
H 2.4248 2.9182 -0.2981
H 3.9516 2.1927 0.2545
*
```

=====

# 2
A cluster of 2 separate species, C3H7O2S in total in a non-equilibrium geometry. Source: the OMol25 dataset; level of theory: ωB97M-V/def2-TZVPD.

For the total energy, the calculation gives -18151.08916 eV. As for the LUMO energy (alpha / beta): 0.7 / -4.2 eV.

ORCA input file:
```
! wB97M-V def2-TZVPD RIJCOSX def2/J DEFGRID3
* xyz 0 2
C -0.9757 -0.2191 1.0351
C -1.2929 0.8124 -0.0543
S -2.2158 0.1441 -1.5979
H -1.9891 -0.6514 1.2903
H -0.1744 -0.8671 0.5951
H -0.5355 0.1682 1.9288
H -0.3235 1.1901 -0.1712
H -2.1003 1.4539 0.2726
H -2.1091 -1.1827 -1.4830
O 1.6997 -0.1898 -0.8878
C 2.9478 -0.2285 -0.5162
O 3.5983 -1.1685 0.0133
H 3.4707 0.7384 -0.4247
*
```

=====

What is the total energy in the second record? -18151.08916 eV